Density functional theory data (ωB97M-V/def2-TZVPD) for an isolated molecule of C3H5NOS in a non-equilibrium geometry.

Each line ends with the Löwdin charge.
Positions of all 11 atoms, in Å:
S: 0.49 -2.25 1.01  0.75
O: -0.70 0.84 -1.50  0.00
N: -0.66 -1.12 1.35  -0.38
C: 0.08 0.09 -0.67  -0.39
C: 0.42 1.48 -0.91  -0.10
C: -0.62 -0.08 0.63  -0.25
H: 1.34 1.70 -1.48  0.12
H: 0.23 2.27 -0.11  0.14
H: -0.03 -3.03 1.99  -0.11
H: -1.22 0.83 0.74  0.12
H: 0.66 -0.74 -1.04  0.10

Summary:
Highest occupied orbital energy ... -8.88 eV
Frontier orbital gap ... 9.7 eV
M ... 103.1 g/mol
Charge ... 0
SMILES ... S/N=C\[C@@H]1CO1



Density functional theory data (ωB97M-V/def2-TZVPD) for an isolated molecule of C4H8O2 in a non-equilibrium geometry.

Each line ends with the Löwdin charge.
Positions of all 14 atoms, in Å:
O: -0.86 -0.54 -0.54  -0.03
O: 0.42 1.09 -1.53  0.07
C: -1.07 -1.02 -1.84  -0.07
C: 0.47 1.05 0.83  -0.13
C: 0.82 -0.05 1.87  -0.10
C: 0.01 0.49 -0.55  -0.47
H: -0.34 1.69 1.26  0.13
H: 1.59 -0.73 1.50  0.08
H: -1.49 -0.21 -2.42  0.09
H: 1.31 1.69 0.70  0.09
H: -0.15 -1.41 -2.29  0.10
H: -0.09 -0.64 2.09  0.08
H: 1.16 0.44 2.76  0.06
H: -1.78 -1.86 -1.83  0.09

Summary:
Highest occupied orbital energy ... -10.17 eV
Frontier orbital gap ... 11.1 eV
M ... 88.1 g/mol
Charge ... 0
SMILES ... CCC(=O)OC



Density functional theory data (ωB97M-V/def2-TZVPD) for a structure of composition C41H47As2F6N3O4ReS3 in a non-equilibrium geometry.

Each line ends with the Löwdin charge.
Positions of all 107 atoms, in Å:
Re: 0.81 1.51 1.42  1.27
As: -0.20 4.15 4.30  0.73
As: -1.71 5.75 0.29  1.22
S: -0.63 0.14 -1.75  1.18
S: 1.73 -0.46 0.26  0.89
S: -0.96 2.73 0.12  0.95
F: -1.65 3.57 3.67  -0.20
F: 1.42 4.50 4.50  -0.17
F: 0.50 3.03 2.83  -0.45
F: -0.09 2.81 5.31  -0.18
F: -0.25 5.39 3.14  -0.23
F: -0.86 5.16 5.47  -0.15
O: -0.35 1.62 -2.37  -0.32
O: 0.60 0.39 2.83  -0.39
O: -0.72 4.27 0.52  -0.70
O: 2.20 -0.01 -1.08  -0.45
N: 1.18 3.23 -1.31  -0.03
N: -0.81 3.84 -2.32  0.08
N: 1.90 2.55 -0.29  -0.08
C: 1.68 -2.50 -4.52  -0.13
C: 1.31 -1.21 -4.99  0.02
C: 0.03 -1.01 4.76  -0.04
C: 4.62 -2.90 1.48  0.01
C: 0.09 -2.42 -1.02  -0.14
C: -0.16 2.84 -1.59  -0.74
C: -6.41 -1.40 -2.20  -0.02
C: 0.61 -1.88 0.16  -0.29
C: -4.97 -0.98 -2.10  -0.22
C: 2.42 -3.38 -5.35  -0.01
C: 0.45 0.38 4.34  -0.40
C: -0.92 -3.43 -0.90  -0.11
C: 1.31 -2.92 -3.22  -0.10
C: -0.45 7.08 0.76  -0.14
C: -2.55 -4.91 -1.91  -0.03
C: 0.61 -0.35 -4.20  -0.04
C: 1.74 -4.20 -2.75  -0.01
C: -3.02 -0.43 -0.78  -0.07
C: -2.90 -0.39 -3.21  -0.03
C: 3.64 -0.40 2.19  -0.08
C: -1.59 -3.95 -2.05  -0.01
C: -0.68 -3.38 1.54  0.02
C: 2.79 -4.61 -4.89  -0.03
C: 6.37 -2.81 3.29  -0.02
C: 0.23 -2.38 1.44  -0.07
C: -4.35 -0.81 -0.86  -0.01
C: 3.07 -1.12 1.15  -0.38
C: 4.71 -0.95 2.88  -0.01
C: 3.55 -2.38 0.78  -0.03
C: -2.31 -0.22 -1.96  -0.39
C: -4.22 -0.75 -3.27  0.00
C: -2.88 -5.42 -0.64  -0.03
C: 0.23 -0.82 -2.93  -0.34
C: -2.28 -4.93 0.48  -0.01
C: -1.30 -3.92 0.38  -0.14
C: -3.36 5.59 1.22  -0.14
C: 0.56 -2.04 -2.40  -0.15
C: 1.72 0.83 5.00  -0.04
C: -2.19 6.09 -1.51  -0.21
C: 2.46 -5.01 -3.57  -0.03
C: 5.21 -2.20 2.54  -0.22
H: 2.77 -5.99 -3.21  0.12
H: 0.34 0.64 -4.55  0.12
H: 0.70 -1.98 2.33  0.09
H: 1.48 -4.52 -1.75  0.12
H: -6.52 -2.26 -2.86  0.10
H: -2.32 -0.23 -4.13  0.13
H: 7.24 -2.91 2.62  0.10
H: -4.91 -1.00 0.05  0.13
H: -0.94 -3.79 2.51  0.14
H: -1.69 3.50 -2.68  0.12
H: -3.05 -5.29 -2.80  0.12
H: 2.52 0.10 4.83  0.08
H: -2.54 -0.31 0.19  0.12
H: 2.03 1.81 4.63  0.07
H: 1.55 0.91 6.08  0.11
H: -0.12 7.56 -0.15  0.06
H: 6.12 -3.81 3.65  0.10
H: 0.37 6.59 1.27  0.04
H: 6.67 -2.20 4.14  0.09
H: -3.63 -6.21 -0.55  0.12
H: -0.18 -0.99 5.83  0.11
H: -0.34 1.06 4.57  0.10
H: -6.83 -1.65 -1.22  0.09
H: -1.31 6.17 -2.14  0.05
H: 2.69 -3.07 -6.35  0.13
H: 2.43 1.78 -0.71  0.06
H: 3.11 -2.93 -0.05  0.12
H: -4.70 -0.88 -4.24  0.14
H: 5.01 -3.88 1.20  0.14
H: 1.61 -0.91 -5.99  0.14
H: 2.55 3.21 0.09  0.13
H: -3.38 4.66 1.77  0.05
H: 0.84 -1.73 4.58  0.09
H: -2.68 7.07 -1.44  0.08
H: -0.25 4.18 -3.10  0.13
H: -3.42 6.42 1.91  0.07
H: 5.17 -0.39 3.69  0.13
H: -4.16 5.64 0.48  0.06
H: -2.54 -5.31 1.47  0.13
H: 1.74 3.36 -2.15  0.16
H: -0.92 7.78 1.43  0.07
H: -2.89 5.36 -1.89  0.05
H: -7.01 -0.59 -2.63  0.10
H: 3.36 -5.27 -5.53  0.12
H: -1.34 -3.57 -3.03  0.13
H: -0.87 -1.33 4.23  0.09
H: 3.27 0.58 2.46  0.08

Summary:
Expectation value of S² ... 2.0113
2S+1 ... 3
Highest occupied orbital energy (spin up / spin down) ... -14.99 / -14.99 eV
Frontier orbital gap (spin up / spin down) ... 6.7 / 5.7 eV
M ... 1192.1 g/mol
Charge ... +3



Density functional theory data (ωB97M-V/def2-TZVPD) for the ion C8H18N4OS with charge +2 in a non-equilibrium geometry.

Each line ends with the Löwdin charge.
Positions of all 32 atoms, in Å:
S: 2.38 -2.34 -2.09  1.06
O: -0.05 2.09 -1.51  0.03
N: -0.65 -0.95 0.24  0.17
N: 1.95 0.69 -2.44  0.28
N: -0.16 0.78 -1.08  0.06
N: 0.98 -1.27 -1.48  -0.26
C: -0.54 0.40 0.14  -0.17
C: 1.12 0.00 -1.75  -0.23
C: -1.03 1.33 1.22  -0.44
C: -2.43 1.65 0.69  0.00
C: -1.09 0.47 2.60  0.01
C: 0.10 2.35 1.50  -0.01
C: 2.26 -3.60 -0.79  -0.34
C: -0.18 -1.87 -0.81  -0.11
H: 1.81 1.69 -2.59  0.17
H: 0.06 -2.85 -0.47  0.09
H: -3.04 1.82 1.61  0.13
H: -1.72 0.92 3.42  0.13
H: 3.25 -3.79 -0.47  0.03
H: -0.44 3.08 2.11  0.11
H: -2.43 2.52 -0.01  0.11
H: -0.85 2.39 -2.01  0.17
H: 1.68 -3.36 0.18  0.08
H: 2.58 0.25 -3.02  0.11
H: 0.59 2.90 0.63  0.11
H: -0.21 0.26 3.03  0.05
H: -0.94 -1.31 1.08  0.11
H: 0.81 2.01 2.24  0.09
H: -1.05 -2.04 -1.58  0.19
H: 1.75 -4.59 -1.13  0.12
H: -2.84 0.81 0.15  0.09
H: -1.67 -0.40 2.39  0.07

Summary:
Expectation value of S² ... 2.0056
2S+1 ... 3
Highest occupied orbital energy (spin up / spin down) ... -13.86 / -18.06 eV
Frontier orbital gap (spin up / spin down) ... 6.6 / 8.0 eV
M ... 218.3 g/mol
Charge ... +2



Density functional theory data (ωB97M-V/def2-TZVPD) for a structure of composition C23H61N10O16V in a non-equilibrium geometry.

Each line ends with the Löwdin charge.
Positions of all 111 atoms, in Å:
V: -0.08 0.86 -2.42  1.22
O: 2.44 -6.58 -1.76  -0.21
O: -0.31 1.10 -0.21  -0.12
O: -1.88 1.20 -3.81  -0.25
O: 1.73 -0.12 -2.14  -0.16
O: 1.46 2.35 3.17  -0.21
O: -5.58 1.56 -0.01  0.01
O: -0.36 4.93 -2.73  -0.17
O: -3.69 1.63 5.97  -0.20
O: 0.90 2.51 -1.26  -0.15
O: 0.80 1.87 -4.02  -0.10
O: -1.62 -1.90 0.54  -0.21
O: 3.77 -0.73 -2.48  0.08
O: 5.44 1.76 -0.17  0.02
O: 2.26 -2.24 -2.17  0.00
O: -1.19 2.54 -1.54  -0.20
O: 1.84 -2.22 2.12  -0.18
N: 2.87 -5.49 0.74  -0.06
N: 3.28 1.89 0.55  0.17
N: -1.57 -0.68 -1.91  -0.08
N: 2.80 2.02 -5.10  0.21
N: 2.63 -1.06 -2.26  -0.52
N: -3.41 0.86 0.23  0.17
N: -3.87 2.93 -0.73  0.15
N: -2.06 1.40 3.74  -0.05
N: 3.82 2.59 -1.56  0.16
N: 1.83 3.91 -4.12  0.22
C: 2.39 -7.57 -2.75  -0.13
C: -4.38 1.77 -0.18  -0.65
C: 2.01 -3.16 1.08  -0.22
C: -2.75 -0.74 -2.80  -0.14
C: 3.75 -5.17 -0.37  -0.22
C: 1.59 -0.94 1.63  -0.12
C: -1.67 -2.49 1.81  -0.10
C: -3.54 0.38 5.35  -0.24
C: 0.38 1.94 3.99  -0.24
C: -1.35 5.80 -2.19  -0.12
C: -0.25 2.39 -0.58  -0.49
C: -2.16 0.31 4.73  -0.19
C: 2.63 -4.41 1.69  -0.19
C: 3.78 -6.32 -1.32  -0.22
C: -0.99 -2.06 -1.73  -0.13
C: 4.27 2.02 -0.39  -0.67
C: 1.76 2.58 -4.41  -0.56
C: -2.10 2.46 -4.45  -0.04
C: -0.77 1.50 3.08  -0.21
C: 2.57 2.67 4.00  -0.10
C: -1.60 -2.81 -0.54  -0.19
C: -4.70 1.68 6.95  -0.11
C: -3.07 0.62 -3.36  -0.20
H: -4.40 1.14 7.85  0.09
H: 3.46 3.03 3.50  0.08
H: -2.47 -1.30 -3.70  0.13
H: 2.84 2.76 -1.69  0.04
H: 1.38 -7.59 -3.15  0.08
H: 1.06 4.35 -3.62  0.07
H: 3.58 2.60 -5.31  0.11
H: -2.39 3.21 -3.71  0.09
H: 2.66 4.40 -4.40  0.11
H: 4.44 2.78 -2.32  0.09
H: -0.99 -1.97 2.51  0.07
H: 3.59 1.59 1.45  0.09
H: -3.60 -1.26 -2.35  0.14
H: 4.77 -4.90 -0.08  0.13
H: 2.31 2.03 0.34  0.06
H: -3.76 0.44 -4.20  0.14
H: -2.32 5.31 -2.10  0.07
H: 1.61 -0.23 2.46  0.08
H: 3.56 -4.16 2.20  0.12
H: 3.37 -4.32 -0.96  0.10
H: -3.60 -0.40 6.13  0.12
H: 4.42 -6.13 -2.19  0.12
H: 1.95 -4.82 2.45  0.12
H: -1.42 0.45 5.54  0.12
H: -3.64 1.26 -2.68  0.12
H: -5.65 1.27 6.58  0.09
H: 3.05 -7.36 -3.60  0.09
H: 0.07 -1.93 -1.50  0.08
H: -1.93 -0.63 4.23  0.10
H: -2.96 2.78 -1.16  0.03
H: 0.62 -0.87 1.12  0.06
H: -3.79 0.01 0.62  0.10
H: -0.81 2.27 2.30  0.11
H: -1.48 6.61 -2.91  0.08
H: -1.41 -3.54 1.81  0.09
H: 2.35 -0.56 0.93  0.08
H: 2.64 -2.68 0.32  0.10
H: 0.70 1.10 4.61  0.12
H: -0.34 4.11 -2.20  0.03
H: 2.00 -5.81 0.34  0.10
H: 2.78 1.75 4.56  0.09
H: -2.81 2.33 -5.26  0.11
H: 4.09 -7.23 -0.78  0.13
H: -4.86 2.74 7.15  0.09
H: -4.30 0.13 4.60  0.13
H: -2.64 -2.34 2.31  0.09
H: -1.06 -2.68 -2.62  0.13
H: -1.03 6.22 -1.23  0.09
H: 0.01 2.79 4.58  0.13
H: 1.04 -3.39 0.61  0.11
H: -0.58 0.57 2.54  0.09
H: -0.95 -3.65 -0.30  0.12
H: -2.62 -3.13 -0.75  0.13
H: -2.51 1.23 0.48  0.07
H: 2.28 3.44 4.74  0.09
H: -1.15 2.77 -4.87  0.08
H: 2.68 -8.54 -2.32  0.09
H: -2.31 2.26 4.20  0.10
H: 2.76 1.04 -5.30  0.12
H: -4.34 3.80 -0.72  0.10
H: -2.01 -0.52 -0.99  0.08

Summary:
Expectation value of S² ... 2.0179
2S+1 ... 3
Highest occupied orbital energy (spin up / spin down) ... -8.31 / -8.31 eV
Frontier orbital gap (spin up / spin down) ... 7.2 / 7.2 eV
M ... 784.7 g/mol
Charge ... 0



Density functional theory data (ωB97M-V/def2-TZVPD) for a cluster of 2 separate species, C3H3FO in total in a non-equilibrium geometry.

Each line ends with the Löwdin charge.
Positions of all 8 atoms, in Å:
F: 1.72 -0.81 0.08  0.05
O: -1.88 -0.80 -0.04  0.00
C: 1.35 0.44 -0.04  -0.17
C: -1.44 0.33 0.00  -0.28
C: 0.04 0.81 -0.21  -0.06
H: 0.03 2.03 0.19  0.15
H: -2.40 1.13 0.79  0.20
H: 2.24 1.06 0.17  0.12

Summary:
Highest occupied orbital energy ... -9.94 eV
Frontier orbital gap ... 9.8 eV
M ... 74.1 g/mol
Charge ... 0